Density functional theory data (wB97M-V/def2-TZVPD) for 10 unconnected molecules or ions with the total composition C19H25Cl21O6.

Atoms and positions in Å:
Cl 4.23519 2.63159 -2.38645
C 3.30261 1.28594 -1.88720
Cl 1.57612 1.41756 -2.32735
Cl 3.52672 0.87178 -0.20183
H 3.53542 0.41392 -2.41055
Cl 1.53462 -5.10394 1.14884
C 2.73786 -4.40288 0.09259
Cl 3.98888 -5.57506 -0.20997
Cl 3.30858 -2.95901 0.89819
H 2.37851 -4.12754 -0.91752
Cl -4.19111 -3.95315 1.98097
C -5.11488 -2.99961 0.88496
Cl -6.86570 -2.93677 1.24105
Cl -4.87320 -3.53899 -0.76312
H -4.73321 -2.02282 0.93570
Cl -1.99150 -2.45765 -4.31257
C -0.50505 -1.59543 -4.54283
Cl -0.84953 -0.00178 -5.29845
Cl 0.78062 -2.49844 -5.34501
H -0.03453 -1.42448 -3.56879
Cl 1.41632 2.36453 6.64663
C 0.94153 1.39880 5.28993
Cl -0.33252 0.22283 5.65559
Cl 2.41237 0.50455 4.68746
H 0.55544 2.11642 4.62121
Cl 0.16727 -6.53315 -1.79658
C -0.53195 -5.37505 -2.96484
Cl -2.34103 -5.54728 -3.23359
Cl 0.18603 -5.68811 -4.59050
H -0.29757 -4.36740 -2.61034
Cl -2.43835 2.65412 1.11894
C -1.43312 4.09386 1.38975
Cl -2.52240 5.24586 2.20106
Cl -0.79530 4.68957 -0.24046
H -0.51501 4.05275 1.90601
O -4.61844 -0.01158 0.20300
C -3.90878 0.45078 -0.66690
C -4.21225 1.37385 -1.76804
C -3.01031 1.18639 -2.69883
C -1.89898 0.79809 -1.71458
O -2.57481 0.18633 -0.67202
H -5.13054 1.07256 -2.18543
H -4.29987 2.43059 -1.44712
H -3.14944 0.33322 -3.32853
H -2.76683 2.06580 -3.30659
H -1.11112 0.09396 -2.07968
H -1.53811 1.75382 -1.29335
O 1.36564 3.78224 3.06481
C 2.43778 3.64939 2.49925
C 2.87881 4.20556 1.15771
C 4.34862 4.30427 1.16751
C 4.69437 3.30272 2.22072
O 3.53477 3.05345 3.07893
H 2.40147 3.47234 0.44726
H 2.36920 5.17226 0.99458
H 4.79164 3.97517 0.22109
H 4.67395 5.30112 1.37606
H 5.08888 2.33589 1.87919
H 5.47393 3.65418 2.91261
O 0.10183 -2.73240 -1.61832
C -0.00373 -2.10738 -0.56718
C -1.03266 -2.24995 0.49974
C -0.35492 -1.54203 1.73660
C 0.63244 -0.60042 1.02208
O 0.89513 -1.16257 -0.22655
H -1.99504 -1.77042 0.19782
H -1.23528 -3.32021 0.73576
H -1.03718 -0.97240 2.31048
H 0.15323 -2.28935 2.33734
H 0.24680 0.35553 0.78987
H 1.57169 -0.40635 1.62980

highest occupied orbital energy = -10.68 eV
SMILES string = ClC(Cl)Cl.ClC(Cl)Cl.ClC(Cl)Cl.ClC(Cl)Cl.ClC(Cl)Cl.ClC(Cl)Cl.ClC(Cl)Cl.O=C1CCCO1.O=C1CCCO1.O=C1CCCO1
net charge = 0
frontier orbital gap = 10.77 eV
total energy = -10854.4368 hartree

List of Löwdin charges in e, atom by atom: 0.621, -1.543, 0.562, 0.629, -0.014, 0.539, -1.595, 0.560, 0.571, 0.020, 0.576, -1.587, 0.526, 0.532, -0.060, 0.583, -1.553, 0.525, 0.546, -0.033, 0.567, -1.516, 0.526, 0.499, -0.035, 0.518, -1.431, 0.440, 0.460, -0.041, 0.622, -1.398, 0.530, 0.467, -0.049, 0.094, -0.498, -0.065, -0.137, -0.215, -0.061, 0.118, 0.142, 0.076, 0.124, 0.105, 0.079, 0.074, -0.428, -0.118, -0.169, -0.158, -0.018, 0.115, 0.134, 0.094, 0.118, 0.107, 0.131, 0.032, -0.459, -0.055, -0.091, -0.216, -0.055, 0.117, 0.121, 0.095, 0.105, 0.097, 0.102